1) This record from the OMol25 dataset describes C32H42N5O7SSbTa as an isolated structure. The level of theory is ωB97M-V with the def2-TZVPD basis set.

Element x y z (Å)
1 H 6.146 -0.014 -1.768
2 H 6.128 -2.419 -2.446
3 H 4.265 -3.883 -1.580
4 H 2.891 3.892 -2.030
5 C 1.295 -1.951 4.240
6 C 4.338 -2.834 -1.330
7 C -0.615 5.045 -1.273
8 H -2.299 -0.349 3.581
9 H -4.818 -2.909 1.322
10 H -5.124 2.301 -1.329
11 O 1.436 0.221 -1.467
12 H -0.687 5.785 -2.072
13 H -1.005 -1.745 -3.916
14 H -4.498 -3.393 -0.342
15 C 1.784 1.483 -1.559
16 H -1.321 -2.693 3.516
17 C 0.165 0.148 4.391
18 N 1.532 2.317 -0.608
19 H -3.301 1.775 -2.624
20 C -2.930 -1.238 3.582
21 C -4.255 2.912 -1.098
22 H 1.110 -2.234 3.206
23 O 0.516 -0.274 2.067
24 H 0.874 3.448 1.317
25 O 0.232 -1.149 4.775
26 H -0.451 -4.326 0.119
27 C -2.229 -2.445 2.967
28 C -1.987 3.167 -2.093
29 H -2.584 4.534 -0.720
30 C 5.359 -2.020 -1.798
31 H 4.342 0.833 -0.301
32 C 2.950 0.924 -3.666
33 H -3.977 2.732 -0.055
34 H -0.066 3.938 3.518
35 C 4.361 -0.207 -0.605
36 H -4.558 3.957 -1.209
37 O -1.062 -0.021 -1.139
38 C 0.666 2.390 1.456
39 H -2.878 -3.322 2.986
40 H 4.040 0.528 -5.468
41 H -2.139 -6.172 0.416
42 N 0.901 1.630 0.437
43 H -0.316 0.737 6.365
44 C -1.522 -4.125 0.142
45 C -4.696 -2.536 0.303
46 H 4.384 4.500 -3.909
47 Ta 0.588 -0.579 0.184
48 C 2.632 1.872 -2.699
49 C -0.845 -0.988 -1.943
50 C -1.560 -1.104 -3.235
51 C 3.987 3.496 -3.835
52 S -0.824 2.654 -3.182
53 Sb -1.707 -2.165 0.931
54 C -0.161 1.093 5.355
55 C 2.226 -3.072 0.003
56 H -5.657 -2.116 -0.001
57 H -0.529 5.558 -0.315
58 C 3.149 3.163 -2.786
59 H 0.266 4.432 -1.440
60 H -0.532 3.149 5.827
61 O 2.076 -4.246 -0.154
62 H -3.195 -1.445 4.620
63 H -3.345 -5.020 0.971
64 C 5.371 -0.686 -1.426
65 H 4.971 2.811 -5.613
66 H -3.828 -0.600 0.783
67 H 1.335 -2.837 4.867
68 N -3.193 2.564 -2.014
69 C 3.793 1.263 -4.714
70 O -0.001 -1.848 -1.533
71 H -3.444 -1.154 -0.824
72 C -0.277 2.444 5.048
73 C 0.328 0.589 3.075
74 H 2.243 -1.415 4.310
75 O 1.384 -2.291 0.705
76 C -3.589 -1.493 0.201
77 H -2.541 -1.552 -3.058
78 H -1.689 -0.105 -3.653
79 C -2.273 -5.208 0.909
80 H -1.853 -4.053 -0.896
81 C 3.378 -2.261 -0.517
82 H -1.895 -5.314 1.927
83 N -1.788 4.187 -1.228
84 N 3.377 -0.979 -0.153
85 H -3.854 -0.992 3.057
86 H 2.533 -0.072 -3.593
87 C -0.032 2.885 3.763
88 C 0.274 1.951 2.770
89 C 4.313 2.546 -4.796

Summary:
2S+1: 1
LUMO: -3.323 eV
Net charge: +1
Frontier orbital gap: 0.252 Eh



2) This record from the OMol25 dataset describes C32H42N5O7SSbTa as an isolated structure. The level of theory is ωB97M-V with the def2-TZVPD basis set.

Element x y z (Å)
1 H -0.689 -0.204 -5.279
2 H -0.755 3.451 4.384
3 C 1.258 2.472 -2.011
4 C 2.151 -3.073 -3.005
5 C 2.578 -1.907 2.120
6 C -2.628 -1.712 2.862
7 H -3.418 -2.253 2.350
8 O -1.515 0.620 -1.288
9 C 4.755 -2.611 3.234
10 H -4.744 0.731 -4.857
11 H 1.275 -4.169 -1.342
12 H -2.350 -4.180 -2.049
13 C -0.359 -0.446 -4.267
14 C 0.823 4.598 -2.965
15 N 1.995 -1.360 3.166
16 C 0.135 2.952 4.024
17 H 3.490 0.503 0.632
18 C -6.015 1.453 -3.287
19 H -6.897 1.493 -3.912
20 H 5.061 1.073 1.262
21 C 1.303 2.981 4.753
22 H -2.539 -5.040 0.354
23 H 2.329 3.222 -3.700
24 H -2.181 -1.503 -3.717
25 H 3.319 -0.417 4.515
26 C -1.651 -1.164 1.882
27 C 0.963 -3.679 -2.264
28 H 1.001 5.363 -3.709
29 C -0.142 4.777 -1.987
30 H -2.733 0.647 -3.420
31 C 1.973 1.154 -1.987
32 H 1.859 -2.705 -3.989
33 C -1.103 -1.666 -3.730
34 H 4.384 -3.252 4.031
35 H 0.719 -0.613 -4.307
36 O 1.209 0.934 1.182
37 H 1.046 -1.049 2.982
38 O -0.489 -0.790 2.201
39 H -0.737 5.678 -1.942
40 H -7.037 2.171 -1.542
41 H -3.069 -0.875 3.407
42 H -0.918 -2.541 -4.357
43 C 3.985 1.228 1.277
44 O -1.951 -1.004 0.662
45 H 5.638 -3.085 2.813
46 H 2.759 -2.032 5.035
47 C 2.447 2.359 4.254
48 Sb -0.535 -2.253 -1.761
49 H -2.121 -2.352 3.582
50 H -0.528 0.432 -3.640
51 H 1.344 3.502 5.699
52 Ta -0.086 0.044 0.028
53 C -4.807 1.022 -3.817
54 H -1.352 -3.834 0.852
55 C -1.118 2.266 2.036
56 S 1.852 -1.931 0.542
57 C -3.679 0.968 -3.014
58 O 3.061 0.966 -2.453
59 C 2.485 -1.117 4.517
60 N -2.545 1.854 0.335
61 C -2.557 1.288 -0.825
62 O 3.583 1.059 2.647
63 C -6.094 1.836 -1.954
64 N -1.334 1.576 0.967
65 N 3.792 -2.473 2.148
66 C -1.700 -4.435 0.007
67 C -2.101 -3.567 -1.181
68 H 3.379 2.392 4.804
69 C -0.342 3.773 -1.050
70 C 1.242 1.616 2.315
71 H 2.592 -2.238 -2.457
72 H 0.449 -4.421 -2.881
73 C 2.444 1.688 3.044
74 O 1.259 0.199 -1.389
75 H 5.052 -1.644 3.634
76 H 4.094 -2.791 1.242
77 C 1.554 3.421 -2.974
78 C -4.970 1.788 -1.149
79 H -2.971 -2.954 -0.948
80 H 1.665 -0.657 5.063
81 H -1.924 2.927 2.347
82 H -0.890 -5.120 -0.247
83 H 3.763 2.243 0.942
84 C 0.094 2.261 2.803
85 H -5.023 2.080 -0.109
86 H -1.082 3.889 -0.267
87 C -3.758 1.348 -1.677
88 H 2.933 -3.817 -3.161
89 N 0.345 2.635 -1.062

Summary:
2S+1: 1
LUMO: -3.127 eV
Net charge: +1
Frontier orbital gap: 0.283 Eh



Stability verdict: 2), ahead by 103.5 kJ/mol